Entry 1:
{
  "formula": "AlFNO2S2",
  "method": "ωB97M-V/def2-TZVPD",
  "charge": 1,
  "mol_weight_g_mol": 156.1,
  "relative_energy_ev": 1.1276,
  "orbital_gap_ha": 0.2580,
  "energy_ev": -36561.6547,
  "species": ["Al", "F", "N", "S", "S", "O", "O"],
  "positions_angstrom": [[0.53887, 1.24050, -0.78040], [-0.86143, 2.21095, -1.39005], [-0.88679, -1.32575, 0.11522], [-1.02242, -0.61398, -1.26298], [0.22669, -0.66393, 1.38271], [1.00265, 0.46199, 0.65177], [1.13863, -1.82781, 1.58273]],
  "forces_ev_per_a": [[-4.318, 0.878, -1.581], [3.330, -1.134, 1.253], [-0.389, 0.846, -1.506], [0.853, -0.639, 1.166], [1.542, -4.436, 2.125], [1.054, 1.571, -0.890], [-2.072, 2.914, -0.566]]
}



Entry 2:
{
  "formula": "AlH28O14",
  "method": "ωB97M-V/def2-TZVPD",
  "charge": 3,
  "mol_weight_g_mol": 279.2,
  "relative_energy_ev": 0.8684,
  "orbital_gap_ha": 0.1408,
  "energy_ev": -35684.4144,
  "species": ["Al", "O", "H", "H", "O", "H", "H", "O", "H", "H", "O", "H", "H", "O", "H", "H", "O", "H", "H", "O", "H", "H", "O", "H", "H", "O", "H", "H", "O", "H", "H", "O", "H", "H", "O", "H", "H", "O", "H", "H", "O", "H", "H"],
  "positions_angstrom": [[-0.51904, 0.02182, 0.19045], [-2.70360, -0.50600, -1.84652], [-3.17117, 0.25633, -2.18778], [-3.24973, -1.25254, -2.09281], [2.10751, 1.69460, -0.56683], [2.74190, 1.86505, 0.12939], [2.63770, 1.61078, -1.35937], [2.57490, -3.82688, -1.62048], [2.64090, -2.94571, -1.98846], [3.18109, -4.35142, -2.14356], [-1.01315, 2.07188, -1.85600], [-1.86261, 2.38967, -2.16203], [-0.38053, 2.69378, -2.21553], [1.18554, 3.91410, -2.55944], [1.89920, 3.27723, -2.59527], [1.31145, 4.36905, -1.72673], [0.90447, -0.64829, -2.48756], [1.85090, -0.61114, -2.62589], [0.53703, -0.74295, -3.36634], [0.11106, -2.82075, -0.49305], [0.88861, -3.30392, -0.77269], [-0.55976, -3.49326, -0.37486], [-1.60291, 0.65806, 2.88094], [-2.22339, 1.34140, 3.13447], [-1.06422, 0.52186, 3.66035], [-0.06397, 2.81195, 1.18390], [0.09246, 3.44498, 0.48317], [0.45711, 3.13433, 1.91928], [1.49875, 0.55572, 2.35689], [1.62068, 0.10123, 3.19044], [2.20061, 1.20616, 2.33328], [0.01761, -2.13427, 2.53636], [-0.64034, -2.26403, 3.21937], [0.64874, -2.84068, 2.67381], [-3.16304, 1.59214, 0.71203], [-3.21875, 2.02136, 1.56578], [-4.01829, 1.74506, 0.31027], [-2.77518, -2.06940, 1.17083], [-3.40784, -2.15109, 1.88448], [-2.76451, -2.93363, 0.75946], [2.27082, -1.21186, 0.00087], [1.84709, -1.95282, 0.43406], [3.17590, -1.23790, 0.31134]],
  "forces_ev_per_a": [[0.301, 0.672, -0.021], [1.170, 0.288, 0.621], [-0.110, 0.386, -0.073], [-0.184, -0.606, 0.132], [-0.837, -0.009, 0.108], [0.289, 0.054, 0.226], [0.221, -0.217, -0.299], [-0.497, 0.465, 0.460], [0.157, 0.197, -0.216], [0.157, -0.511, -0.114], [-0.214, -1.519, 1.023], [-0.538, 0.062, 0.140], [1.314, 0.743, -0.240], [-0.778, -0.487, 0.015], [0.324, 0.073, -0.239], [0.197, 0.456, 0.130], [-0.382, 0.108, 0.826], [0.367, 0.095, 0.203], [-0.510, 0.044, -0.380], [-0.958, 1.307, 0.612], [1.056, -0.402, -0.759], [-0.364, -0.166, 0.171], [0.298, -0.739, -1.017], [-0.223, 0.297, 0.040], [0.451, -0.083, 0.274], [-0.634, -1.013, -0.416], [-0.067, 0.200, -0.531], [0.245, -0.107, 0.548], [-0.668, -0.029, -0.578], [-0.053, -0.466, 0.329], [0.240, 0.269, -0.059], [0.051, 0.816, -0.430], [-0.425, -0.059, 0.181], [0.330, -0.345, -0.022], [0.936, -0.422, -0.184], [-0.030, 0.282, 0.063], [-0.413, -0.107, -0.306], [0.692, 0.599, -0.582], [-0.289, 0.219, 0.416], [-0.029, -0.340, -0.132], [-1.020, 0.245, -0.425], [-0.100, -0.555, 0.153], [0.528, 0.303, 0.351]]
}



Entry 3:
{
  "formula": "AlH2O",
  "method": "ωB97M-V/def2-TZVPD",
  "charge": 3,
  "mol_weight_g_mol": 45.0,
  "relative_energy_ev": 1.2523,
  "orbital_gap_ha": 0.2036,
  "energy_ev": -8627.8774,
  "species": ["Al", "O", "H", "H"],
  "positions_angstrom": [[-1.90835, 0.06929, -1.57413], [0.43795, 0.17153, 0.20041], [1.03284, -0.62655, 0.19967], [0.43756, 0.38573, 1.17404]],
  "forces_ev_per_a": [[0.395, -0.010, 0.460], [-0.125, 0.387, -0.902], [0.380, -0.853, -0.430], [-0.651, 0.476, 0.872]]
}



Entry 4:
{
  "formula": "AlH4O2",
  "method": "ωB97M-V/def2-TZVPD",
  "charge": 3,
  "mol_weight_g_mol": 63.0,
  "relative_energy_ev": 2.3450,
  "orbital_gap_ha": 0.2333,
  "energy_ev": -10711.9544,
  "species": ["Al", "O", "H", "H", "O", "H", "H"],
  "positions_angstrom": [[-0.28034, 1.23734, 1.20871], [0.81052, -0.23042, 0.45222], [1.68807, -0.58895, 0.58483], [0.26662, -0.99337, 0.25649], [-0.64450, 0.34194, -0.52385], [-1.40260, -0.24242, -0.52956], [-0.43774, 0.47586, -1.44881]],
  "forces_ev_per_a": [[1.427, -2.640, -3.210], [4.812, 0.099, 5.102], [2.041, -0.368, 1.171], [0.029, -1.200, 0.049], [-6.730, 3.451, -0.736], [-1.979, -0.448, -0.585], [0.401, 1.106, -1.791]]
}



Entry 5:
{
  "formula": "AlO4P",
  "method": "ωB97M-V/def2-TZVPD",
  "mol_weight_g_mol": 122.0,
  "relative_energy_ev": 1.4895,
  "orbital_gap_ha": 0.2086,
  "energy_ev": -24072.3961,
  "species": ["Al", "P", "O", "O", "O", "O"],
  "positions_angstrom": [[12.05856, 6.39635, -18.11263], [9.79925, 6.48474, -20.58399], [10.27349, 5.17687, -19.86970], [11.09050, 7.31917, -20.48008], [8.70275, 7.16240, -19.79555], [9.46782, 5.97477, -21.98628]],
  "forces_ev_per_a": [[-0.897, 0.037, -1.578], [1.314, -0.730, 0.026], [-0.796, 0.154, 0.511], [-0.028, 0.522, 0.414], [0.198, -0.387, -0.094], [0.209, 0.404, 0.721]]
}



Entry 6:
{
  "formula": "ArH26O13",
  "method": "ωB97M-V/def2-TZVPD",
  "mol_weight_g_mol": 274.1,
  "relative_energy_ev": 0.9861,
  "orbital_gap_ha": 0.3510,
  "energy_ev": -41394.5357,
  "species": ["Ar", "O", "H", "H", "O", "H", "H", "O", "H", "H", "O", "H", "H", "O", "H", "H", "O", "H", "H", "O", "H", "H", "O", "H", "H", "O", "H", "H", "O", "H", "H", "O", "H", "H", "O", "H", "H", "O", "H", "H"],
  "positions_angstrom": [[-0.01270, -0.40751, 0.35017], [0.36349, -0.73260, -3.61232], [0.24021, -0.83257, -4.55627], [0.47355, -1.62666, -3.28864], [3.06844, -2.34277, -1.03344], [2.62472, -2.40680, -1.87917], [3.30069, -1.41760, -0.95372], [3.87615, 0.59237, -0.62235], [3.94674, 1.10361, -1.42851], [3.27522, 1.09428, -0.07172], [-3.35486, -1.09066, -1.29286], [-4.10956, -1.03084, -1.87859], [-3.23487, -2.02968, -1.15118], [-4.44910, 0.01962, 1.14405], [-3.91284, -0.46256, 0.51464], [-4.05693, 0.89226, 1.17464], [-0.24062, 3.05812, 0.55163], [-0.55572, 3.75895, 1.12241], [-0.90030, 2.99637, -0.13919], [-1.07584, 1.44239, 3.03417], [-0.15992, 1.50360, 3.30543], [-1.05559, 1.58206, 2.08743], [-1.81477, 0.84154, -2.79391], [-1.12947, 0.36446, -3.26187], [-2.15801, 0.20999, -2.16180], [1.48361, 2.51337, -2.21960], [0.98639, 2.11434, -1.50561], [1.70661, 1.78163, -2.79499], [0.65395, -3.77902, 2.21944], [-0.00781, -4.26637, 1.72873], [0.91935, -4.37408, 2.92065], [2.60474, -1.86126, 1.68794], [2.66983, -2.19764, 0.79416], [1.74138, -2.14472, 1.98876], [-3.05185, -0.56310, 3.48199], [-3.58557, -0.52784, 2.68818], [-2.28015, -0.03561, 3.27594], [2.52713, 2.40008, 0.96958], [3.06040, 3.15578, 0.72306], [1.62399, 2.70503, 0.88258]],
  "forces_ev_per_a": [[-0.034, 0.010, -0.082], [0.184, 0.155, -0.015], [0.052, -0.021, -0.391], [-0.026, -0.234, 0.203], [-0.147, -0.565, -0.169], [-0.032, -0.087, -0.127], [0.380, 0.933, 0.137], [0.407, -0.870, -0.580], [0.035, 0.168, -0.180], [-0.464, 0.387, 0.606], [0.179, 0.021, 0.217], [-0.331, 0.155, -0.212], [0.154, -0.331, 0.060], [-0.359, 0.030, 0.214], [0.165, -0.175, -0.576], [-0.005, 0.315, 0.046], [0.028, -0.227, 0.177], [-0.054, 0.299, 0.251], [-0.149, -0.054, -0.470], [-0.286, 0.088, 0.178], [0.312, -0.088, 0.116], [0.203, 0.120, -0.371], [-0.320, 0.714, 0.007], [0.353, -0.175, 0.049], [-0.140, -0.314, 0.208], [0.216, 0.346, -0.052], [-0.125, -0.160, 0.199], [-0.065, -0.251, -0.183], [-0.203, 0.000, -0.066], [-0.205, -0.052, -0.116], [0.176, -0.079, 0.235], [0.298, 0.602, 0.469], [0.007, -0.286, -0.315], [-0.136, -0.261, 0.080], [0.011, -0.495, 0.496], [-0.421, 0.016, -0.228], [0.394, 0.300, 0.159], [0.259, -0.186, 0.262], [0.228, 0.205, -0.061], [-0.537, 0.046, -0.178]]
}